Molecular formula: C32H27ILiN5O8S
Method: DFT, ωB97M-V with the def2-TZVPD basis set

```
75
C32H27ILiN5O8S | the Open Molecules 2025 dataset | ωB97M-V with the def2-TZVPD basis set
Li -0.15889 -0.83903 1.24843
C 0.36786 -5.32682 1.71951
C 1.44154 -5.40656 2.59261
C 1.88708 -4.25813 3.22574
C 1.24607 -3.05032 2.94798
N 0.19368 -2.99480 2.14100
C -0.23741 -4.08846 1.54288
C 1.67214 -1.74396 3.51585
C 2.68783 -1.61961 4.46058
C 2.97565 -0.35977 4.95742
C 2.28536 0.73472 4.47787
C 1.33032 0.53285 3.48173
N 1.01905 -0.68252 3.05676
C 0.60801 1.66332 2.84438
C 1.12126 2.96038 2.86389
C 0.42018 3.96145 2.21527
C -0.77329 3.65246 1.57879
C -1.20514 2.33345 1.62227
N -0.53457 1.37345 2.23194
H 0.01343 -6.19746 1.18440
H 1.93386 -6.35412 2.77837
H 2.72306 -4.30976 3.91013
H -1.09732 -3.95797 0.89599
H 3.24372 -2.47864 4.80840
H 3.74621 -0.23241 5.70838
H 2.49807 1.72380 4.85607
H 2.07832 3.16641 3.31963
H 0.80825 4.97320 2.19661
H -1.34179 4.41134 1.05697
H -2.13510 2.02515 1.14952
C -6.23516 -2.73538 -0.81762
C -5.38531 -1.70302 -1.50165
C -5.62233 -0.34519 -1.30544
C -4.83427 0.60864 -1.92512
C -3.80891 0.19732 -2.76110
C -3.55855 -1.14818 -2.97964
C -4.35042 -2.09024 -2.34771
S -2.74570 1.41473 -3.49125
O -2.22163 0.86221 -4.70939
O -3.46475 2.66807 -3.57847
N -1.50905 1.69434 -2.42215
C -0.97479 0.58439 -1.59014
C -0.13127 -0.41297 -2.37148
C 0.09426 -1.73438 -1.57109
O 0.66157 -2.65584 -2.17907
O -0.27434 -1.72105 -0.36473
H -6.70054 -2.31743 0.07258
H -5.62443 -3.58096 -0.50545
H -7.01483 -3.09403 -1.49877
H -6.40871 -0.03922 -0.62723
H -5.00138 1.66751 -1.77334
H -2.74095 -1.44096 -3.62561
H -4.13938 -3.14343 -2.48848
H -1.79355 2.48876 -1.85945
H -1.77981 0.04188 -1.08997
H -0.36716 1.02596 -0.80141
H 0.86273 -0.01223 -2.58261
H -0.60011 -0.64270 -3.32863
I -2.83881 -1.26441 2.67428
O 3.50508 1.06690 1.43298
C 2.70525 1.06861 0.47544
O 1.53827 0.62154 0.42016
C 3.23353 1.72286 -0.81521
C 4.60625 1.82124 -1.02783
C 5.10963 2.41891 -2.16475
C 4.22250 2.92674 -3.11136
C 2.84584 2.82384 -2.92500
C 2.36217 2.22817 -1.77629
N 4.73911 3.57543 -4.28922
O 5.95007 3.68686 -4.41591
O 3.95471 3.98832 -5.12637
H 5.26547 1.41370 -0.27284
H 6.17165 2.51006 -2.33878
H 2.18329 3.20449 -3.68869
H 1.29734 2.13849 -1.61560
```

Results
HOMO-LUMO gap = 0.2045 hartree
Net charge = -2
2S+1 = 1
Relative energy (zero: lowest compared OMol25 entry of this formula, charge and spin) = 1.7387 eV
E_HOMO = -1.91 eV
Electronic energy = -2814.91907 Ha